(1)
The following is a quantum chemistry calculation of a single C5H11NO molecule, from OMol25.

Last column: Löwdin charge in e.
Element x y z (Å)
1 C 1.148 1.835 0.468  0.03
2 C 1.121 0.506 0.320  -0.44
3 N 2.125 -0.237 -0.318  0.09
4 C 0.069 -0.313 1.020  -0.17
5 C -0.713 -1.308 0.102  -0.17
6 C -1.542 -0.567 -0.912  -0.27
7 O -2.494 0.308 -0.304  -0.07
8 H 0.270 2.324 0.842  0.04
9 H 1.834 2.475 -0.067  0.05
10 H 1.731 -0.895 -0.976  0.07
11 H 2.827 0.332 -0.770  0.09
12 H -0.677 0.282 1.547  0.11
13 H 0.605 -0.867 1.799  0.12
14 H -1.345 -1.881 0.780  0.12
15 H 0.091 -1.869 -0.369  0.10
16 H -0.915 0.022 -1.586  0.12
17 H -2.106 -1.259 -1.521  0.11
18 H -2.028 1.112 -0.053  0.07

Summary:
Energy relative to the best compared isomer or geometry (same formula, charge and spin) in kJ/mol: 145.1
Structure (SMILES): C=C(N)CCCO
HOMO energy in eV: -8.60
Calculated total energy in a.u.: -327.076098

(2)
The following is a quantum chemistry calculation of a single C5H11NO molecule, from OMol25.

Last column: Löwdin charge in e.
Element x y z (Å)
1 C -1.153 0.734 1.772  -0.08
2 C -0.744 -0.545 1.029  -0.20
3 N -0.323 -0.279 -0.357  -0.12
4 C -1.218 -0.184 -1.356  -0.35
5 O -0.985 0.239 -2.471  0.01
6 C 0.966 0.407 -0.579  -0.20
7 C 2.056 -0.556 -1.037  -0.07
8 H -2.055 1.228 1.417  0.08
9 H -0.300 1.413 1.768  0.06
10 H -1.380 0.490 2.814  0.07
11 H 0.105 -1.027 1.497  0.12
12 H -1.628 -1.173 0.938  0.11
13 H -2.258 -0.416 -1.081  0.14
14 H 0.818 1.255 -1.241  0.12
15 H 1.155 0.800 0.423  0.10
16 H 2.867 -0.038 -1.553  0.07
17 H 2.462 -1.130 -0.208  0.07
18 H 1.612 -1.220 -1.774  0.08

Summary:
Energy relative to the best compared isomer or geometry (same formula, charge and spin) in kJ/mol: 71.6
Structure (SMILES): CCN(C=O)CC
HOMO energy in eV: -9.34
Calculated total energy in a.u.: -327.104087

(3)
The following is a quantum chemistry calculation of a single C5H11NO molecule, from OMol25.

Last column: Löwdin charge in e.
Element x y z (Å)
1 C 1.224 0.157 1.188  -0.09
2 C 0.475 0.416 -0.170  -0.42
3 C 1.561 0.818 -1.194  -0.10
4 C -0.472 -0.778 -0.618  -0.07
5 C -1.900 -1.007 -0.086  -0.51
6 N -2.386 0.107 0.658  0.12
7 O -2.627 -1.846 -0.569  0.06
8 H 1.918 -0.728 0.994  0.09
9 H 1.928 0.846 1.675  0.07
10 H 0.512 -0.203 1.989  0.08
11 H -0.212 1.258 -0.220  0.11
12 H 1.207 1.190 -2.167  0.07
13 H 2.304 -0.031 -1.203  0.09
14 H 2.160 1.705 -0.730  0.10
15 H -0.459 -0.897 -1.642  0.09
16 H -0.072 -1.622 -0.138  0.10
17 H -1.752 0.626 1.265  0.08
18 H -3.408 -0.012 0.968  0.14

Summary:
Energy relative to the best compared isomer or geometry (same formula, charge and spin) in kJ/mol: 121.7
Structure (SMILES): CC(C)CC(N)=O
HOMO energy in eV: -9.87
Calculated total energy in a.u.: -327.085006

(4)
The following is a quantum chemistry calculation of a single C5H11NO molecule, from OMol25.

Last column: Löwdin charge in e.
Element x y z (Å)
1 C -2.424 0.235 -0.016  -0.13
2 N -1.098 0.498 -0.618  -0.11
3 C 0.037 0.258 0.357  -0.39
4 C 0.180 -1.287 0.434  -0.07
5 C 1.289 1.086 0.045  -0.10
6 C 2.320 0.114 -0.610  -0.27
7 O 3.113 -0.471 0.077  0.05
8 H -3.009 -0.408 -0.709  0.08
9 H -2.355 -0.287 0.951  0.07
10 H -2.948 1.202 -0.059  0.07
11 H -0.862 -0.232 -1.289  0.08
12 H -0.329 0.583 1.344  0.13
13 H 0.328 -1.735 -0.548  0.08
14 H -0.612 -1.764 1.025  0.08
15 H 1.115 -1.508 0.980  0.08
16 H 1.812 1.548 0.906  0.12
17 H 1.013 1.969 -0.569  0.11
18 H 2.431 0.199 -1.701  0.12

Summary:
Energy relative to the best compared isomer or geometry (same formula, charge and spin) in kJ/mol: 213.8
Structure (SMILES): CN[C@@H](C)CC=O
HOMO energy in eV: -9.05
Calculated total energy in a.u.: -327.049926

(5)
The following is a quantum chemistry calculation of a 2-piece molecular cluster, C5H11NO overall, from OMol25.

Last column: Löwdin charge in e.
Element x y z (Å)
1 C -1.296 -0.108 1.629  -0.06
2 N -0.734 -0.035 0.487  -0.01
3 C 0.612 -0.534 0.485  -0.19
4 C 1.582 0.158 -0.122  -0.10
5 C 1.201 1.423 -0.890  -0.28
6 C 2.339 2.111 -1.561  -0.14
7 H -1.196 -0.976 2.306  0.08
8 H -2.176 0.506 1.806  0.07
9 H 0.622 -1.556 0.878  0.11
10 H 2.550 -0.282 -0.325  0.10
11 H 0.308 1.418 -1.537  0.12
12 H 0.782 1.888 0.025  0.10
13 H 3.259 2.277 -0.979  0.08
14 H 2.125 3.103 -1.981  0.07
15 H 2.626 1.570 -2.476  0.08
16 O -3.056 -2.603 0.049  -0.07
17 H -3.102 -2.198 0.936  0.03
18 H -3.697 -3.303 -0.008  0.02

Summary:
Energy relative to the best compared isomer or geometry (same formula, charge and spin) in kJ/mol: 322.6
Structure (SMILES): C=N/C=C\CC.O
HOMO energy in eV: -8.80
Calculated total energy in a.u.: -327.008456

(6)
The following is a quantum chemistry calculation of a 2-piece molecular cluster, C5H11NO overall, from OMol25.

Last column: Löwdin charge in e.
Element x y z (Å)
1 C 1.098 0.155 1.991  -0.14
2 N 0.376 0.027 0.747  0.02
3 C 0.999 0.003 -0.358  -0.48
4 C 2.485 0.064 -0.612  -0.01
5 O 0.307 -0.077 -1.512  0.05
6 H 0.766 -0.625 2.686  0.07
7 H 2.192 0.090 1.906  0.06
8 H 0.854 1.119 2.453  0.08
9 H 2.681 -0.085 -1.674  0.08
10 H 3.014 -0.704 -0.041  0.08
11 H 2.884 1.039 -0.312  0.09
12 H -0.640 -0.073 -1.271  0.06
13 C -3.072 0.076 -1.247  -0.08
14 C -2.611 -0.387 -0.087  -0.10
15 H -3.290 1.131 -1.391  0.05
16 H -3.251 -0.579 -2.096  0.05
17 H -2.383 -1.440 0.062  0.06
18 H -2.410 0.266 0.756  0.05

Summary:
Energy relative to the best compared isomer or geometry (same formula, charge and spin) in kJ/mol: 168.4
Structure (SMILES): C/N=C(\C)O.C=C
HOMO energy in eV: -9.44
Calculated total energy in a.u.: -327.067197

(7)
The following is a quantum chemistry calculation of a 3-piece molecular cluster, C5H11NO overall, from OMol25.

Last column: Löwdin charge in e.
Element x y z (Å)
1 N -0.455 2.109 -1.467  0.05
2 C 1.319 1.487 0.593  0.13
3 C -0.248 -2.717 0.787  0.10
4 C -0.355 -1.773 1.718  -0.14
5 C 0.037 -0.352 1.698  0.00
6 C 0.740 0.233 0.696  -0.16
7 H -1.329 2.622 -1.446  0.02
8 H -0.539 1.387 -2.230  -0.06
9 H 1.382 2.246 1.364  0.09
10 H 1.664 1.793 -0.392  0.07
11 H -0.620 -3.720 0.986  0.08
12 H 0.311 -2.480 -0.140  0.09
13 H -0.888 -2.000 2.630  0.09
14 H -0.226 0.184 2.603  0.12
15 H 0.887 -0.371 -0.203  0.12
16 H -0.973 -0.533 -3.634  -0.10
17 H -0.192 1.840 -0.546  -0.08
18 O -0.515 0.044 -3.017  -0.41

Summary:
Energy relative to the best compared isomer or geometry (same formula, charge and spin) in kJ/mol: 734.7
HOMO energy in eV: -6.98
Calculated total energy in a.u.: -326.851496

(8)
The following is a quantum chemistry calculation of a 2-piece molecular cluster, C5H11NO overall, from OMol25.

Last column: Löwdin charge in e.
Element x y z (Å)
1 C 1.986 0.536 -0.333  -0.10
2 N 1.185 0.811 0.608  0.00
3 C -0.156 0.313 0.568  -0.15
4 C -0.908 0.560 -0.505  -0.11
5 C -2.391 0.336 -0.653  -0.25
6 C -3.224 0.747 0.568  -0.11
7 H 3.010 0.833 -0.140  0.07
8 H 1.717 0.224 -1.347  0.08
9 H -0.626 0.096 1.513  0.10
10 H -0.400 0.663 -1.463  0.10
11 H -2.567 -0.719 -0.873  0.11
12 H -2.734 0.996 -1.447  0.10
13 H -4.243 0.403 0.413  0.07
14 H -2.826 0.360 1.507  0.06
15 H -3.205 1.828 0.719  0.08
16 O 3.075 -2.544 -0.115  -0.06
17 H 2.750 -1.636 -0.157  -0.02
18 H 3.867 -2.574 -0.665  0.04

Summary:
Energy relative to the best compared isomer or geometry (same formula, charge and spin) in kJ/mol: 260.6
Structure (SMILES): C=N/C=C/CC.O
HOMO energy in eV: -9.25
Calculated total energy in a.u.: -327.032072

(9)
The following is a quantum chemistry calculation of a 2-piece molecular cluster, C5H11NO overall, from OMol25.

Last column: Löwdin charge in e.
Element x y z (Å)
1 C -0.251 -0.844 2.575  -0.02
2 C -0.740 -0.701 1.332  -0.21
3 C 0.037 -0.988 0.136  -0.12
4 C -0.040 -0.338 -1.035  -0.37
5 C 1.074 -0.483 -2.063  -0.05
6 N -1.187 0.464 -1.352  0.06
7 H -0.805 -0.948 3.498  0.04
8 H 0.832 -0.741 2.669  0.05
9 H -1.686 -0.220 1.062  0.10
10 H 0.835 -1.697 0.350  0.11
11 H 1.350 0.356 -2.691  0.07
12 H 1.911 -0.747 -1.407  0.07
13 H 0.973 -1.430 -2.605  0.08
14 H -1.366 0.406 -2.346  0.08
15 H -0.938 1.409 -1.056  0.05
16 O -0.133 2.227 0.580  -0.05
17 H -0.613 2.236 1.418  0.06
18 H 0.747 2.039 0.933  0.06

Summary:
Energy relative to the best compared isomer or geometry (same formula, charge and spin) in kJ/mol: 261.8
Structure (SMILES): C=C/C=C(/C)N.O
HOMO energy in eV: -7.97
Calculated total energy in a.u.: -327.031618

(10)
The following is a quantum chemistry calculation of a single C5H11NO molecule, from OMol25.

Last column: Löwdin charge in e.
Element x y z (Å)
1 C -1.192 -1.442 1.691  -0.06
2 C -0.859 -0.730 0.484  -0.51
3 O -1.611 -1.198 -0.474  0.00
4 N -0.045 0.296 0.245  -0.11
5 C 0.947 0.731 1.210  -0.03
6 C -0.085 0.980 -1.046  -0.21
7 C 0.862 0.360 -2.067  -0.07
8 H -0.769 -2.449 1.691  0.05
9 H -1.085 -0.945 2.655  0.04
10 H -2.124 -1.691 0.496  0.17
11 H 0.703 1.727 1.596  0.10
12 H 0.979 0.022 2.038  0.09
13 H 1.937 0.770 0.740  0.09
14 H -1.114 0.928 -1.409  0.12
15 H 0.165 2.033 -0.868  0.12
16 H 0.806 0.902 -3.016  0.08
17 H 0.583 -0.683 -2.245  0.08
18 H 1.901 0.391 -1.722  0.07

Summary:
Energy relative to the best compared isomer or geometry (same formula, charge and spin) in kJ/mol: 292.0
Structure (SMILES): C=C(O)N(C)CC
HOMO energy in eV: -7.96
Calculated total energy in a.u.: -327.020120

(11)
The following is a quantum chemistry calculation of a single C5H11NO molecule, from OMol25.

Last column: Löwdin charge in e.
Element x y z (Å)
1 C -0.827 -1.184 -0.774  -0.07
2 C -0.939 0.329 -0.582  -0.41
3 C -1.654 0.691 0.718  -0.06
4 N 0.278 1.162 -0.690  0.00
5 O 1.312 0.549 -1.531  -0.02
6 C 1.546 0.781 -0.169  -0.37
7 C 1.843 -0.368 0.760  -0.02
8 H -0.556 -1.706 0.150  0.07
9 H -1.803 -1.568 -1.091  0.08
10 H -0.096 -1.425 -1.549  0.08
11 H -1.547 0.710 -1.411  0.13
12 H -1.685 1.774 0.868  0.08
13 H -2.684 0.320 0.682  0.08
14 H -1.166 0.230 1.585  0.07
15 H 2.182 1.652 0.014  0.14
16 H 1.381 -0.190 1.738  0.08
17 H 1.493 -1.322 0.367  0.06
18 H 2.925 -0.436 0.914  0.08

Summary:
Energy relative to the best compared isomer or geometry (same formula, charge and spin) in kJ/mol: 308.9
Structure (SMILES): CC(C)N1O[C@@H]1C
HOMO energy in eV: -9.18
Calculated total energy in a.u.: -327.013684

(12)
The following is a quantum chemistry calculation of a 2-piece molecular cluster, C5H11NO overall, from OMol25.

Last column: Löwdin charge in e.
Element x y z (Å)
1 C 0.521 -2.715 1.355  0.02
2 C 0.288 -1.433 1.166  -0.15
3 C 0.875 -0.696 0.012  -0.42
4 C 2.190 -0.478 -0.049  0.04
5 N -0.093 -0.313 -0.914  -0.04
6 C 0.169 0.747 -1.874  -0.09
7 H 1.149 -3.251 0.661  0.07
8 H 0.124 -3.303 2.182  0.06
9 H -0.326 -0.802 1.796  0.10
10 H 2.665 0.040 -0.865  0.04
11 H 2.791 -0.894 0.742  0.05
12 H -1.009 -0.220 -0.491  0.12
13 H 1.222 1.018 -1.910  0.06
14 H -0.061 0.417 -2.883  0.07
15 H -0.446 1.621 -1.670  0.08
16 O -3.723 3.391 0.767  -0.07
17 H -2.885 3.472 0.282  0.03
18 H -3.451 3.400 1.695  0.04

Summary:
Energy relative to the best compared isomer or geometry (same formula, charge and spin) in kJ/mol: 223.1
Structure (SMILES): C=CC(=C)NC.O
HOMO energy in eV: -8.13
Calculated total energy in a.u.: -327.046386

(13)
The following is a quantum chemistry calculation of a single C5H11NO molecule, from OMol25.

Last column: Löwdin charge in e.
Element x y z (Å)
1 C 1.023 -0.187 -1.369  -0.03
2 C 1.226 -0.159 0.117  -0.39
3 N 2.562 -0.137 0.511  0.08
4 C 0.244 -0.064 1.019  -0.05
5 C -1.235 -0.102 0.752  -0.44
6 C -1.758 1.043 -0.125  -0.05
7 O -1.537 -1.369 0.172  -0.05
8 H 1.837 -0.722 -1.851  0.07
9 H 1.003 0.824 -1.768  0.09
10 H 0.090 -0.690 -1.605  0.07
11 H 3.191 -0.620 -0.105  0.08
12 H 2.725 -0.328 1.489  0.09
13 H 0.518 -0.045 2.065  0.10
14 H -1.746 -0.034 1.728  0.13
15 H -2.847 1.060 -0.114  0.07
16 H -1.394 1.991 0.264  0.08
17 H -1.423 0.935 -1.151  0.06
18 H -2.478 -1.395 -0.031  0.09

Summary:
Energy relative to the best compared isomer or geometry (same formula, charge and spin) in kJ/mol: 119.5
Structure (SMILES): C/C(N)=C\[C@@H](C)O
HOMO energy in eV: -7.93
Calculated total energy in a.u.: -327.085827

(14)
The following is a quantum chemistry calculation of a 2-piece molecular cluster, C5H11NO overall, from OMol25.

Last column: Löwdin charge in e.
Element x y z (Å)
1 C -2.174 -0.510 -1.026  -0.07
2 N -1.348 -1.007 -0.162  -0.06
3 C -0.186 -0.267 0.258  -0.14
4 C 0.876 -0.083 -0.648  -0.16
5 C 2.018 0.772 -0.590  -0.33
6 C 3.212 0.344 -1.413  -0.11
7 H -3.126 -1.091 -0.963  0.07
8 H -2.249 0.559 -1.466  0.10
9 H -0.427 0.092 1.372  0.13
10 H 0.618 -0.402 -1.768  0.14
11 H 2.263 0.646 0.419  0.09
12 H 1.818 1.850 -0.823  0.13
13 H 4.124 0.131 -0.866  0.06
14 H 2.844 -0.564 -1.976  0.08
15 H 3.481 0.976 -2.271  0.07
16 O -2.247 0.333 2.874  -0.11
17 H -2.835 -0.137 3.574  0.09
18 H -1.586 0.785 3.423  0.03

Summary:
Energy relative to the best compared isomer or geometry (same formula, charge and spin) in kJ/mol: 389.3
Structure (SMILES): C=N/C=C/CC.O
HOMO energy in eV: -8.28
Calculated total energy in a.u.: -326.983086

Result set for LUMO energy: 0.91 0.92 0.85 0.93 0.51 1.03 -3.42 0.58 0.77 0.87 1.06 0.47 1.03 0.66 eV, one per record in the order listed.
Result set for strongest force on any atom: 2.0 1.7 4.0 2.8 2.7 0.5 2.1 2.5 2.3 0.4 0.3 0.7 0.4 6.0 eV/Å, one per record in the order listed.